[1]
126
Properties=species:S:1:pos:R:3 method="wB97M-V/def2-TZVPD" e_tot_ev=-320941.1142 homo_energy_ev="-3.14 / -3.91" total_charge=-1 homo_lumo_gap_ha="0.1836 / 0.1993" multiplicity=2 relative_energy_kj_mol=48.0
Ti -0.06168 0.70494 -0.23470
C -6.44863 1.29835 4.74621
C -5.60954 0.08979 4.33420
C -5.06638 -0.57703 5.60675
C -6.51744 -0.90154 3.59185
C -4.44116 0.48078 3.42715
C -3.54675 -0.50017 2.99681
C -2.49851 -0.16843 2.17071
Se -1.19955 -1.51673 1.70771
C 0.12791 -0.93600 2.94704
C 0.10820 -1.48960 4.20791
C 1.05159 -1.11548 5.15871
C 1.95944 -0.14974 4.76367
C 2.01839 0.44190 3.49201
C 1.08772 0.01356 2.52280
O 1.13458 0.36233 1.22267
C 3.13983 1.49146 3.31070
C 4.51586 0.83152 3.50193
C 2.96281 2.60738 4.35260
C 3.12987 2.15865 1.94305
C 1.04690 -1.76823 6.54001
C 2.20368 -1.27887 7.41233
C 1.17313 -3.29237 6.38564
C -0.27451 -1.43741 7.24821
C -2.29853 1.14901 1.71705
O -1.29890 1.34920 0.83472
C -3.13433 2.16403 2.17276
C -4.19591 1.77936 3.00943
C -2.99391 3.66540 1.83734
C -2.87666 4.45369 3.15367
C -4.23790 4.12319 1.06241
C -1.76553 4.00881 0.98934
H -7.25889 0.96858 5.40290
H -6.89864 1.79278 3.87931
H -5.85161 2.03513 5.29273
H -5.89017 -0.83861 6.28001
H -4.38824 0.09944 6.13521
H -4.51441 -1.49302 5.37767
H -7.35490 -1.20684 4.22953
H -5.97008 -1.80055 3.29504
H -6.92315 -0.44405 2.68414
H -3.65490 -1.53382 3.30626
H -0.65109 -2.23179 4.43235
H 2.70595 0.16864 5.48121
H 4.59648 0.29572 4.45160
H 5.30259 1.59419 3.46948
H 4.70599 0.11301 2.69878
H 3.10427 2.25824 5.37836
H 1.96116 3.04006 4.27712
H 3.69299 3.40037 4.16464
H 3.25633 1.44516 1.13174
H 3.94087 2.89196 1.88913
H 2.19609 2.68630 1.77159
H 3.17054 -1.47114 6.93716
H 2.18711 -1.81188 8.36883
H 2.12668 -0.20746 7.62465
H 2.10078 -3.55108 5.86647
H 0.34376 -3.70632 5.80468
H 1.17315 -3.77548 7.37036
H -0.37879 -0.35672 7.38715
H -0.31070 -1.91859 8.23312
H -1.13431 -1.78563 6.66799
H -4.86671 2.56185 3.33845
H -3.77055 4.37039 3.77956
H -2.71835 5.51444 2.93148
H -2.02193 4.09502 3.73533
H -5.16313 3.96388 1.62704
H -4.30852 3.57738 0.11597
H -4.15830 5.19220 0.83251
H -0.83664 3.73064 1.48678
H -1.75024 5.09286 0.83343
H -1.78066 3.52788 0.01093
S -6.05108 -2.70815 -2.35239
C -7.43418 -2.09756 -1.54977
C -7.09208 -1.13620 -0.65336
C -5.68581 -0.89413 -0.61760
C -4.97639 -1.67334 -1.48600
C -3.51708 -1.69097 -1.72264
C -2.73268 -0.73188 -1.10216
N -1.41340 -0.66423 -1.21260
C -0.77731 -1.56311 -2.02302
C -1.49118 -2.57690 -2.69542
C -0.73430 -3.51329 -3.49277
C 0.60738 -3.42135 -3.58416
C 1.34447 -2.37885 -2.89680
C 2.72323 -2.26857 -2.91281
C 3.35547 -1.23531 -2.17201
C 2.56192 -0.34539 -1.50991
N 1.20867 -0.40312 -1.47572
C 0.60533 -1.44461 -2.14469
C 4.82258 -1.10337 -2.03635
C 5.52810 -0.28973 -1.19542
C 6.94227 -0.44628 -1.29845
C 7.29665 -1.38591 -2.21243
S 5.91538 -2.07260 -2.95298
C -2.86452 -2.62464 -2.53457
H -8.41771 -2.48219 -1.78848
H -7.81169 -0.61090 -0.03485
H -5.22139 -0.16589 0.04198
H -3.18939 0.01472 -0.47158
H -1.27255 -4.30260 -4.00801
H 1.17093 -4.13726 -4.17481
H 3.30981 -2.98244 -3.48275
H 2.99338 0.48576 -0.97514
H 5.05250 0.41097 -0.51653
H 7.65877 0.11215 -0.70744
H 8.28813 -1.71543 -2.49642
H -3.42918 -3.40388 -3.03731
Se -1.93921 1.93126 -2.34289
Te -1.02017 3.94203 -3.48832
Te 1.52136 3.04980 -3.16198
Se 1.26032 2.72307 -0.70616
N 2.11192 -2.53452 0.77507
C 2.63176 -3.11393 1.92512
C 3.78769 -2.59104 2.51412
C 4.32617 -3.17222 3.65240
C 3.73590 -4.29100 4.23114
C 2.58808 -4.81725 3.64707
C 2.03778 -4.24014 2.51062
H 2.32594 -1.55751 0.63926
H 1.14880 -2.73949 0.57660
H 4.25610 -1.72161 2.06419
H 5.21952 -2.74395 4.09469
H 4.15972 -4.74233 5.12170
H 2.10796 -5.68450 4.08852
H 1.13380 -4.64803 2.06864

---

[2]
19
Properties=species:S:1:pos:R:3 method="wB97M-V/def2-TZVPD" e_tot_ev=-10387.8934 homo_energy_ev="-9.13 / -9.13" homo_lumo_gap_ha="0.3722 / 0.2746" multiplicity=2 relative_energy_kj_mol=130.4
C 1.87748 -0.31671 0.56813
O 2.11363 0.92132 0.97552
C 0.65339 -0.96105 1.38578
C -0.60773 -1.13466 0.49733
C -1.43260 0.21920 0.48318
N 0.09140 1.20922 -1.89362
C -1.25304 1.02366 -1.77824
N -1.97806 0.58662 -0.82782
H 1.71675 -0.49175 -0.50978
H 2.77163 -0.90494 0.90338
H 0.42991 -0.16353 2.08610
H 1.00065 -1.83737 1.92001
H -0.41037 -1.43086 -0.53050
H -1.12321 -1.89545 1.08370
H -0.72797 0.95828 0.86019
H -2.36474 0.06052 1.01802
H 0.61892 1.07211 -1.04835
H 0.44136 1.94810 -2.48611
H -1.81739 1.13727 -2.70690

---

[3]
25
Properties=species:S:1:pos:R:3 method="wB97M-V/def2-TZVPD" e_tot_ev=-25401.7612 homo_energy_ev=-2.82 total_charge=-1 homo_lumo_gap_ha=0.2106 relative_energy_kj_mol=391.6
C 3.72753 0.48344 -0.57603
C -0.13874 -2.21926 -1.05320
C 4.00961 2.59554 0.25251
C -4.41173 0.41098 0.76026
C 0.99782 -2.11619 0.03974
C 1.77446 -0.90169 -0.46667
N 3.05655 -0.73992 -0.47082
O -3.78086 1.47939 -1.60985
O 4.79333 0.65625 -1.15130
O -1.88898 0.59493 -0.11218
O 3.13479 1.47964 0.14766
P -3.40829 0.22304 -0.86948
H -0.62422 -3.30055 -0.99088
H 0.14614 -2.07748 -2.01037
H -1.02023 -1.49968 -0.70853
H 3.44542 3.37251 0.94466
H 3.93379 3.01244 -0.70645
H 4.98839 2.39267 0.43878
H -5.09207 -0.35498 0.94353
H -3.62644 0.47894 1.59861
H -4.95723 1.45499 0.66483
H 1.70786 -2.88772 0.21403
H 0.64154 -1.95375 0.98328
H 1.26077 -0.03086 -0.84195
H -1.38983 0.74258 -0.88118

---

[4]
118
Properties=species:S:1:pos:R:3 method="wB97M-V/def2-TZVPD" e_tot_ev=-88375.2347 homo_energy_ev=-6.77 homo_lumo_gap_ha=0.2416 relative_energy_kj_mol=206.3
La -0.37840 1.03410 1.71318
C 0.12993 3.65938 4.27963
C -1.35179 3.50713 4.19927
N -1.77077 3.12086 2.82619
C -1.81361 4.17834 1.79627
C -0.52526 4.55161 1.22053
C -0.14473 5.84961 0.88783
C 1.16111 6.10138 0.44158
C 2.01197 5.09888 0.17630
C 1.56688 3.82647 0.50538
C 2.52067 2.67221 0.32858
N 2.30222 1.63029 1.30359
C 3.05624 1.79602 2.59019
C 2.25034 2.78344 3.49300
N 0.87414 2.46221 3.74321
N 0.38629 3.54931 1.02679
H 0.47575 3.79947 5.29572
H 0.47477 4.42297 3.61546
H -1.82481 4.42428 4.54457
H -1.79917 2.80915 4.91647
H -2.69690 2.68879 2.81220
H -2.15737 5.06812 2.28289
H -2.50036 3.85313 0.96855
H -0.87483 6.68628 0.87890
H 1.50152 7.10997 0.17756
H 3.01117 5.32208 -0.26448
H 3.60844 3.00501 0.35869
H 2.34378 2.24404 -0.67228
H 2.52491 0.76690 0.83398
H 4.10349 2.17416 2.37742
H 3.10583 0.83040 3.16067
H 2.25170 3.80195 3.02366
H 2.84351 2.89771 4.39055
H 0.86052 1.72752 4.44355
C 2.69263 -3.74614 3.45798
C 2.23754 -2.30131 3.27034
C 1.68496 -1.91288 4.63209
P 1.04313 -1.78832 1.91537
C -0.12486 -3.21170 1.51992
C -1.13369 -3.53078 2.57925
C 0.67594 -4.37272 0.93966
C 2.10735 -1.54724 0.51021
C 3.39091 -2.04012 0.48018
C 4.21639 -1.90101 -0.62892
C 5.56962 -2.48506 -0.69725
C 3.74985 -1.07939 -1.69178
C 2.41934 -0.62970 -1.68762
C 1.53902 -0.85087 -0.57808
N 0.30553 -0.26510 -0.54511
C -0.06954 0.35417 -1.76106
C -0.14567 1.73761 -1.74669
C -0.46922 2.39907 -2.89918
C -0.79529 1.78796 -4.09449
C -1.01717 2.66713 -5.31684
C -0.84911 0.37378 -4.06519
C -0.47956 -0.31636 -2.91899
P -0.51179 -2.15975 -2.87020
C -2.28012 -2.28730 -2.25037
C -2.60171 -3.59124 -1.50885
C -3.25259 -1.85580 -3.34801
C -0.52776 -2.70386 -4.63825
C 0.77288 -2.44958 -5.34153
C -0.93843 -4.22808 -4.66564
H 3.59619 -3.78812 4.07156
H 2.90292 -4.20024 2.50175
H 1.83548 -4.40380 3.80695
H 3.12612 -1.68179 2.93444
H 0.74182 -2.43802 4.85341
H 1.44036 -0.84624 4.86601
H 2.43709 -2.09297 5.38198
H -0.68822 -2.72498 0.70238
H -0.74645 -3.93000 3.52322
H -1.85582 -4.18381 2.20175
H -1.69914 -2.63180 2.88032
H 1.14163 -5.02020 1.73272
H 1.44468 -3.98942 0.34835
H -0.04843 -5.01154 0.41189
H 3.69553 -2.80631 1.24351
H 6.07845 -1.70585 -1.32251
H 5.56829 -3.44464 -1.17424
H 6.09168 -2.58308 0.24249
H 4.39189 -0.88195 -2.54802
H 2.10465 -0.10751 -2.52186
H 0.13271 2.25528 -0.77492
H -0.40136 3.49934 -2.91074
H -2.12647 2.85854 -5.50496
H -0.61038 2.18923 -6.23102
H -0.50983 3.64466 -5.27118
H -1.09763 -0.01923 -5.04891
H -2.36042 -1.48696 -1.52480
H -2.72802 -4.47900 -2.13527
H -3.47367 -3.40427 -0.92133
H -1.75956 -3.77104 -0.92993
H -3.11335 -2.31967 -4.28747
H -3.15414 -0.77172 -3.47301
H -4.32908 -1.96591 -3.13302
H -1.29608 -2.17781 -5.24420
H 1.54477 -2.81324 -4.64673
H 0.91477 -1.40351 -5.72716
H 0.77921 -3.21550 -6.19815
H -0.19684 -4.83644 -4.11184
H -0.93638 -4.49974 -5.74265
H -1.94122 -4.33470 -4.29055
S -1.22385 -0.03253 4.30195
C -2.69338 0.72351 4.61446
N -3.63971 1.34610 4.90730
N -6.93296 -0.93059 -2.21978
C -5.99466 -0.40661 -1.81203
C -4.78336 0.20540 -1.23513
C -4.08058 1.26295 -1.81661
C -3.02009 1.81940 -1.12488
C -2.56279 1.24896 0.12412
C -3.28129 0.21128 0.65057
C -4.38431 -0.35549 0.02150
H -4.46184 1.69665 -2.73610
H -2.47099 2.59559 -1.57927
H -3.09859 -0.25125 1.65709
H -5.00315 -1.12798 0.49200

---

[5]
45
Properties=species:S:1:pos:R:3 method="wB97M-V/def2-TZVPD" e_tot_ev=-71336.6134 homo_energy_ev=-7.99 homo_lumo_gap_ha=0.2427 relative_energy_kj_mol=17.3
Pd 0.91814 0.21096 0.56177
O 4.78838 -1.57585 0.44076
C 3.96059 -0.66583 0.98589
O 3.43667 0.18921 0.30733
C 3.98161 -0.81030 2.49325
O 2.88503 -0.30209 3.18714
C 1.94492 -1.26716 3.62374
C 1.06217 -1.83332 2.49930
O -0.08212 -2.23096 2.77139
O 1.61250 -1.81805 1.34845
H 4.80405 -1.39244 -0.50888
H 4.86637 -0.23933 2.80578
H 4.16990 -1.86340 2.71618
H 1.33176 -0.79097 4.38628
H 2.46893 -2.11709 4.08551
S 0.03204 1.42079 2.30357
C -1.58269 0.80594 2.12769
N -1.96490 -0.38680 2.46158
C -3.37902 -0.68291 2.26621
C -3.91007 0.33624 1.26165
S -2.85901 1.79963 1.50525
H -1.26569 -1.14103 2.67507
H -3.88588 -0.57481 3.23157
H -3.48201 -1.71118 1.92473
H -4.95141 0.58321 1.45412
H -3.77360 -0.00556 0.23803
C 2.29085 -0.87659 -3.04648
C 0.89181 -0.51355 -3.48572
O -0.03030 -0.78303 -2.40862
P -0.95477 0.32904 -1.75976
O -1.69896 -0.24911 -0.63094
Te 0.44416 2.14178 -0.86613
O -1.84004 0.84863 -2.98061
C -2.06759 2.21029 -3.35226
C -3.30153 2.75297 -2.67072
H 3.00199 -0.66419 -3.84719
H 2.35041 -1.93666 -2.80007
H 2.57768 -0.29639 -2.17073
H 0.55604 -1.11920 -4.32777
H 0.82119 0.53991 -3.77444
H -2.15416 2.19829 -4.43906
H -1.18415 2.80898 -3.10058
H -4.16492 2.12516 -2.88746
H -3.51552 3.76542 -3.01330
H -3.14882 2.78138 -1.59154

---

[6]
28
Properties=species:S:1:pos:R:3 method="wB97M-V/def2-TZVPD" e_tot_ev=-49682.6628 homo_energy_ev=-15.95 total_charge=+2 homo_lumo_gap_ha=0.2252
C 0.72101 -2.58934 -1.43374
C -0.52229 -3.09441 -0.73145
I -1.89098 -4.01258 -2.04065
C -1.30269 -1.69470 -0.07722
N -0.85381 -1.88263 1.16793
C 0.16898 -1.05062 1.70862
C -0.22107 0.46118 1.74841
C 0.50784 1.37647 0.73035
C -0.47714 2.35652 0.09939
S 0.03956 3.36278 -1.30429
O -0.81906 3.08123 -2.39109
O 0.31258 4.68126 -0.81804
Cl 1.93280 2.67776 -1.84293
H 1.44990 -3.39786 -1.48592
H 1.19405 -1.76923 -0.88289
H 0.48912 -2.21825 -2.42893
H -0.29916 -3.79356 0.06709
H -2.37201 -1.88179 -0.15790
H -0.99367 -0.81732 -0.65309
H 1.09592 -1.20755 1.12842
H 0.37822 -1.41051 2.71331
H -0.00260 0.79185 2.76038
H -1.29429 0.53651 1.57302
H 0.95601 0.77634 -0.06228
H 1.30582 1.92606 1.25934
H -1.35532 1.83799 -0.28440
H -0.81872 3.10232 0.82104
In 2.67100 3.85208 0.81752

---

| no. | largest force on an atom (Eh/bohr) |
| --- | --- |
| 1 | 0.0477 |
| 2 | 0.0385 |
| 3 | 0.1385 |
| 4 | 0.0571 |
| 5 | 0.0228 |
| 6 | 0.0237 |